1.
A structure of composition C13H21OPt, computed with ωB97M-V/def2-TZVPD.

Output
charge: +1
multiplicity: 1

```
36
Properties=species:S:1:pos:R:3:forces:R:3
Pt -0.08925 0.53101 -0.40882 -0.035 0.043 -0.172
C 1.28125 2.54888 -2.58697 0.000 -0.018 0.009
C 0.58786 1.23438 -2.35808 -0.016 0.057 0.102
C -0.82056 1.09966 -2.36413 0.011 -0.099 0.067
C -1.72645 2.27951 -2.55518 -0.032 -0.019 -0.036
C -1.30656 -0.22741 -2.02554 -0.125 0.073 0.016
C -2.76606 -0.43268 -1.70676 0.038 0.048 0.035
C -0.52398 -1.41881 -2.45161 0.043 0.044 0.040
C -1.25333 -2.66557 -2.84408 0.003 -0.030 0.038
C 0.81228 -1.27603 -2.41508 0.075 -0.062 -0.062
C 1.82331 -2.32666 -2.76266 -0.035 -0.018 0.021
C 1.30743 0.04676 -1.96158 0.051 -0.037 0.008
C 2.75568 0.17172 -1.58430 -0.007 -0.008 0.007
H 1.25927 3.18707 -1.70284 -0.006 0.007 -0.004
H 0.79245 3.08607 -3.39776 0.007 -0.005 -0.008
H 2.31953 2.39331 -2.86849 0.001 0.006 0.004
H -2.19130 2.22523 -3.54248 -0.004 0.005 0.010
H -1.18374 3.21686 -2.48240 0.002 -0.001 -0.002
H -2.52105 2.30236 -1.81398 0.005 0.014 0.009
H -2.88501 -0.76939 -0.67520 0.011 -0.056 -0.019
H -3.19247 -1.20498 -2.34160 -0.010 0.014 -0.050
H -3.35609 0.46814 -1.83423 0.007 0.014 0.045
H -1.97677 -2.46650 -3.63573 0.002 -0.013 -0.021
H -1.80242 -3.07998 -1.99545 -0.006 0.013 -0.018
H -0.57241 -3.43259 -3.19810 -0.009 0.006 0.003
H 2.23724 -2.78085 -1.85914 0.017 0.003 -0.009
H 2.65560 -1.90581 -3.32530 0.000 0.012 -0.006
H 1.38896 -3.12088 -3.36189 0.003 0.002 0.010
H 3.37844 0.17099 -2.48303 0.003 -0.007 0.000
H 3.06341 -0.67055 -0.96748 0.010 0.004 -0.001
H 2.95359 1.09177 -1.03941 -0.006 0.004 -0.002
C -0.04741 -0.93842 2.19469 -0.004 -0.077 0.069
O -0.11980 0.26049 1.43906 0.007 0.025 -0.030
H -0.21027 -0.69540 3.24368 -0.003 0.024 -0.006
H 0.93574 -1.40020 2.08793 0.009 0.020 -0.023
H -0.80802 -1.65253 1.87282 -0.005 0.014 -0.025
```
Positions in Å, forces in eV/Å.

Atom charges from the natural (NBO) analysis, given in e for atoms 1 to 5:
1. Pt 0.862
2. C -0.655
3. C -0.002
4. C -0.013
5. C -0.648

***

2.
A cluster of 2 separate species, C13H22BN4S2 in total at a distorted geometry, computed with ωB97M-V/def2-TZVPD.

Output
charge: +1
multiplicity: 1

```
42
Properties=species:S:1:pos:R:3:forces:R:3
B 3.59882 -1.45853 2.15526 -1.264 0.741 1.103
C 2.70434 -0.66961 3.26642 0.896 -0.354 0.818
C 2.42304 0.87248 2.92223 -0.427 0.154 0.528
C 1.03405 1.15932 2.17062 0.647 0.503 -0.678
S -0.18325 1.94862 3.37768 -1.220 -1.547 -0.671
C -1.79965 1.04787 3.28729 -0.396 0.110 0.133
S -3.23677 1.79176 3.71886 2.397 -1.177 -0.734
N -1.75763 -0.36878 2.84299 -0.027 0.129 -0.172
C -2.56562 -0.83410 1.73240 2.847 -4.437 1.537
C -2.12777 -2.31068 1.65809 -0.152 3.803 1.340
N -1.15365 -2.61955 2.69678 -1.557 4.346 -0.119
C -0.94921 -1.40791 3.42479 -2.018 -1.690 -3.659
H 3.00185 -1.99299 1.27240 0.212 -0.006 -0.269
H 4.77050 -1.52012 2.28557 0.175 -0.015 -0.208
H 3.31127 -0.68646 4.25141 -0.988 0.091 -1.468
H 1.77495 -1.30000 3.46238 0.907 1.172 -0.325
H 2.38144 1.45821 3.91692 0.178 -0.888 -1.607
H 3.28286 1.32923 2.32021 -1.193 -0.703 0.769
H 1.22679 1.98438 1.38705 -0.469 -1.253 1.169
H 0.58470 0.26683 1.62499 0.517 1.041 0.985
H -3.29261 -0.22005 1.11699 1.173 -0.766 1.337
H -2.54900 -3.03782 0.87653 0.998 0.998 1.664
H -0.23741 -1.24781 4.29385 -1.316 -0.193 -1.382
C -0.40391 1.67888 -5.55913 0.343 -0.124 0.294
C -1.58172 1.23215 -4.71634 -0.319 0.220 -0.475
N -1.20498 0.62217 -3.43284 0.354 0.067 0.263
C -2.10787 0.25877 -2.44900 0.332 -0.025 -0.284
C -1.39539 -0.32778 -1.45113 0.262 0.059 -0.325
N -0.07313 -0.29980 -1.83978 -0.103 0.230 -0.206
C 0.02554 0.29625 -3.03144 -0.500 -0.233 0.181
C 1.05869 -0.83982 -1.09009 0.302 -0.018 0.004
H 0.25086 0.83721 -5.79876 -0.061 0.059 -0.101
H -0.75381 2.11017 -6.49818 -0.043 -0.070 0.156
H 0.18816 2.43312 -5.03477 -0.048 0.020 -0.095
H -2.17134 0.49363 -5.26593 0.010 0.052 0.137
H -2.22663 2.08773 -4.50074 0.031 -0.153 0.087
H -3.15534 0.45727 -2.59589 -0.020 -0.106 0.196
H -1.66140 -0.77089 -0.50575 -0.156 0.039 -0.003
H 0.94768 0.46521 -3.56758 -0.174 -0.033 0.030
H 1.75255 -0.02946 -0.86211 -0.033 -0.126 0.049
H 1.55795 -1.59385 -1.69965 -0.016 0.034 0.147
H 0.71204 -1.29521 -0.16261 -0.079 0.050 -0.146
```
Positions in Å, forces in eV/Å.

Atom charges from the natural (NBO) analysis, given in e for atoms 1 to 5:
1. B 0.516
2. C -0.793
3. C -0.409
4. C -0.536
5. S 0.298

***

| no. | lowest unoccupied orbital energy (eV) |
| --- | --- |
| 1 | -4.80 |
| 2 | -3.16 |